Computed, not measured: a structure of composition C40H53AsFN3O2PPb, with the ωB97M-V functional and the def2-TZVPD basis.

```
! wB97M-V def2-TZVPD RIJCOSX def2/J DEFGRID3
* xyz 1 1
Pb 0.171 -0.433 -0.586
C 2.388 -0.075 4.609
C 2.763 0.085 3.133
C 2.605 1.496 2.610
C 3.582 2.427 2.944
C 3.513 3.732 2.487
C 2.467 4.108 1.661
C 1.479 3.204 1.278
C 0.366 3.688 0.371
C 0.861 4.314 -0.938
C 1.540 1.901 1.785
N 0.516 0.940 1.457
C -0.309 0.584 2.377
C -1.262 -0.445 2.154
C -2.203 -0.998 3.014
C -2.845 -2.016 2.299
C -2.276 -2.043 1.026
N -1.318 -1.090 0.936
H 2.532 -1.106 4.941
H 1.346 0.195 4.792
H 3.006 0.570 5.234
H 2.175 -0.603 2.532
H 3.810 -0.204 3.008
H 4.410 2.115 3.573
H 4.273 4.450 2.767
H 2.406 5.131 1.308
H -0.218 4.435 0.918
H -0.311 2.859 0.163
H 1.709 4.976 -0.764
H 0.078 4.908 -1.411
H 1.181 3.551 -1.646
H -0.293 1.074 3.352
H -2.390 -0.685 4.032
H -3.634 -2.662 2.649
H -2.535 -2.655 0.178
C 4.087 -2.427 -0.883
C 3.424 -2.497 0.494
P 1.604 -2.597 0.456
C 1.076 -2.951 2.181
C 2.133 -3.546 3.115
C 1.204 -4.128 -0.449
C 1.717 -5.414 0.203
H 5.162 -2.290 -0.761
H 3.697 -1.609 -1.487
H 3.930 -3.347 -1.448
H 3.669 -1.614 1.090
H 3.782 -3.362 1.052
H 0.210 -3.610 2.093
H 0.689 -2.030 2.610
H 2.561 -4.473 2.734
H 1.674 -3.769 4.080
H 2.950 -2.845 3.294
H 1.615 -4.015 -1.452
H 0.115 -4.151 -0.544
H 2.798 -5.391 0.355
H 1.498 -6.262 -0.445
H 1.239 -5.604 1.164
O 1.729 -2.167 -2.912
C 0.546 -2.377 -3.089
C -0.045 -3.223 -4.200
C -1.521 -3.333 -3.835
C -1.675 -2.460 -2.602
O -2.709 -2.297 -1.990
N -0.457 -1.888 -2.268
H 0.480 -4.175 -4.251
H 0.129 -2.711 -5.147
H -1.831 -4.346 -3.579
H -2.202 -2.976 -4.607
C -2.162 2.938 -2.152
As -2.281 1.183 -1.329
C -3.672 0.475 -2.477
C -3.215 1.681 0.329
C -4.649 2.083 0.132
C -5.647 1.113 0.033
C -6.974 1.478 -0.128
C -7.325 2.822 -0.192
C -6.342 3.794 -0.090
C -5.012 3.425 0.074
H -3.181 3.286 -2.323
H -1.637 2.872 -3.104
H -1.643 3.638 -1.504
H -4.538 1.126 -2.383
H -3.924 -0.547 -2.216
H -3.300 0.507 -3.501
H -2.629 2.512 0.723
H -3.134 0.848 1.027
H -5.377 0.064 0.094
H -7.737 0.714 -0.199
H -8.362 3.107 -0.314
H -6.608 4.843 -0.129
H -4.247 4.190 0.162
F 4.522 2.588 -3.823
C 3.575 1.966 -3.110
C 2.377 1.662 -3.730
C 1.397 1.017 -2.991
C 1.657 0.708 -1.666
C 2.857 1.012 -1.049
C 3.838 1.660 -1.790
H 2.228 1.923 -4.770
H 0.451 0.762 -3.457
H 3.043 0.776 -0.008
H 4.792 1.929 -1.354
*
```

For the HOMO-LUMO gap, the calculation gives 7.756 eV. Its energy relative to the best compared isomer or geometry (same formula, charge and spin) is 0.0 kcal/mol. The value obtained for the total energy is -128993.655 eV.

Atom charges from the Mulliken analysis, given in e for atoms 1 to 6: number 1, Pb, carries 1.724; number 2, C, carries -1.426; number 3, C, carries 0.169; number 4, C, carries 0.534; number 5, C, carries -0.834; number 6, C, carries -1.255



Computed, not measured: a structure of composition C40H53BF4N11Ti in a non-equilibrium geometry, with the ωB97M-V functional and the def2-TZVPD basis.

```
! wB97M-V def2-TZVPD RIJCOSX def2/J DEFGRID3
* xyz 0 2
Ti 0.462 0.609 0.072
C 0.785 1.351 3.956
C 0.357 0.070 3.326
C -0.254 -0.996 3.990
C -0.289 -2.022 3.077
N 0.267 -1.606 1.925
N 0.616 -0.267 2.058
B 1.142 -2.461 0.924
N 2.463 -1.677 0.763
C 3.693 -1.996 1.163
C 4.561 -1.012 0.745
C 3.757 -0.086 0.086
C 4.262 1.141 -0.599
N 2.473 -0.479 0.121
N 0.519 -2.596 -0.470
C -0.653 -3.241 -0.704
C -0.582 -3.844 -1.928
C 0.730 -3.562 -2.379
C 1.404 -4.048 -3.619
N 1.382 -2.827 -1.504
N 1.460 -3.883 1.424
C 2.307 -4.731 0.789
C 2.009 -6.014 1.171
C 0.904 -5.875 2.031
C 0.127 -6.945 2.724
N 0.571 -4.605 2.157
H 1.230 1.121 4.925
H -0.057 2.021 4.120
H 1.522 1.862 3.344
H -0.576 -1.019 5.015
H -0.601 -3.042 3.172
H 3.876 -2.903 1.710
H 5.626 -0.973 0.873
H 5.291 0.965 -0.913
H 4.266 2.004 0.067
H 3.682 1.384 -1.486
H -1.443 -3.226 0.027
H -1.348 -4.411 -2.426
H 1.621 -5.116 -3.544
H 2.346 -3.522 -3.763
H 0.781 -3.906 -4.503
H 3.028 -4.372 0.076
H 2.506 -6.918 0.871
H 0.779 -7.753 3.055
H -0.622 -7.377 2.059
H -0.387 -6.539 3.593
C 2.890 -0.526 -3.689
C 1.635 -0.497 -4.545
N 0.473 0.068 -3.878
C -0.726 -0.177 -4.674
C -1.277 -1.580 -4.481
C 0.674 1.471 -3.561
C -0.438 2.086 -2.718
N -0.735 1.302 -1.534
C -2.061 1.127 -1.279
C -2.417 -0.041 -0.599
F -1.331 -0.780 -0.194
C -3.687 -0.418 -0.258
F -3.876 -1.567 0.407
C -4.752 0.404 -0.592
C -4.448 1.590 -1.239
F -5.438 2.438 -1.559
C -3.152 1.963 -1.561
F -2.961 3.178 -2.122
H 2.658 -0.881 -2.682
H 3.379 0.447 -3.634
H 3.615 -1.218 -4.121
H 1.835 0.045 -5.490
H 1.383 -1.519 -4.827
H -1.497 0.530 -4.377
H -0.525 0.019 -5.743
H -1.465 -1.764 -3.422
H -2.211 -1.700 -5.032
H -0.590 -2.349 -4.834
H 1.630 1.562 -3.036
H 0.762 2.097 -4.475
H -0.167 3.124 -2.494
H -1.338 2.165 -3.330
H -5.769 0.144 -0.344
C -4.034 0.472 3.171
C -3.163 1.664 2.884
C -3.464 2.915 3.423
C -2.650 4.000 3.137
C -2.959 5.369 3.681
C -1.524 3.830 2.338
C -1.177 2.587 1.795
C -2.051 1.523 2.075
N -0.043 2.375 1.026
C 0.720 3.560 0.634
C 1.715 3.096 -0.454
C 1.555 4.106 1.801
C -0.165 4.677 0.029
H -4.626 0.630 4.072
H -3.437 -0.429 3.304
H -4.726 0.287 2.351
H -4.335 3.037 4.054
H -3.826 5.345 4.340
H -3.172 6.073 2.874
H -2.116 5.769 4.247
H -0.907 4.705 2.164
H -1.836 0.531 1.709
H 1.870 2.002 -0.422
H 2.707 3.512 -0.291
H 1.401 3.326 -1.463
H 2.371 3.418 2.036
H 0.963 4.245 2.704
H 1.999 5.065 1.528
H -1.112 4.271 -0.326
H 0.341 5.144 -0.815
H -0.385 5.475 0.739
*
```

For the HOMO-LUMO gap (spin up / spin down), the calculation gives 6.640 / 7.115 eV. Its energy relative to the best compared isomer or geometry (same formula, charge and spin) is 33.8 kcal/mol. The value obtained for the total energy is -93395.708 eV.

Atom charges from the Mulliken analysis, given in e for atoms 1 to 6: number 1, Ti, carries -0.901; number 2, C, carries -1.387; number 3, C, carries 0.814; number 4, C, carries -1.712; number 5, C, carries -0.199; number 6, N, carries 0.794



The lowest energy relative to the best compared isomer or geometry (same formula, charge and spin) belongs to which entry? C40H53AsFN3O2PPb